C21H25FIrN6O2 | wB97M-V/def2-TZVPD

```
! wB97M-V def2-TZVPD RIJCOSX def2/J DEFGRID3
* xyz 0 2
Ir 0.77652 -0.00282 -0.14402
O 0.06717 1.25323 -1.57648
C -0.47043 2.44584 -1.37273
C -0.43432 3.38425 -2.41472
C -1.01453 4.62440 -2.27986
C -1.64289 4.97620 -1.08314
C -1.68018 4.07249 -0.05247
C -1.10928 2.79113 -0.16861
C -1.22532 1.88837 0.92459
N -0.72969 0.71041 1.00835
N -1.10206 0.01009 2.11503
C -0.52519 -1.14633 2.18361
O 0.27047 -1.60005 1.26484
C -0.79269 -1.97910 3.37528
C -0.42275 -3.32119 3.37350
C -0.59664 -4.09246 4.51149
C -1.12361 -3.52509 5.66228
C -1.49874 -2.18747 5.66642
C -1.34742 -1.41927 4.52505
H 0.08639 3.10033 -3.32023
H -0.96378 5.33180 -3.09695
H -2.08885 5.95450 -0.96749
H -2.15061 4.32713 0.89036
H -1.77801 2.20818 1.80316
H 0.00554 -3.74496 2.47486
H -0.31597 -5.13753 4.50445
H -1.24168 -4.12377 6.55608
H -1.90782 -1.74419 6.56486
H -1.62441 -0.37486 4.50944
C 0.23435 -1.92366 -2.63645
N -0.64663 -1.55464 -1.50035
C -1.08679 -2.80500 -0.84230
N -1.79259 -3.68099 -1.76975
C -0.90389 -3.99731 -2.89268
N -0.46434 -2.78446 -3.58243
C -1.65034 -2.08216 -4.07475
N -2.56251 -1.73417 -2.98049
C -1.84907 -0.87848 -2.04202
C -2.95757 -2.96694 -2.29724
H 1.10934 -2.44266 -2.24826
H 0.55648 -1.01424 -3.14404
H -1.75360 -2.55597 -0.01627
H -0.21131 -3.31842 -0.44863
H -1.44149 -4.63027 -3.60072
H -0.03321 -4.53824 -2.51809
H -2.17633 -2.72388 -4.78348
H -1.33773 -1.16587 -4.57866
H -2.51058 -0.62071 -1.21136
H -1.54344 0.03014 -2.55363
H -3.47999 -3.61145 -3.00609
H -3.62917 -2.72065 -1.47243
C 2.01609 0.61669 1.40277
H 2.59308 1.45719 1.01647
H 2.67619 -0.21675 1.63355
H 1.45459 0.92696 2.28101
F 2.35557 -0.69356 -1.03832
*
```

Properties
HOMO-LUMO gap (spin up / spin down): 7.74 / 6.75 eV
LUMO (spin up / spin down): -0.46 / -1.39 eV
HOMO energy (spin up / spin down): -8.21 / -8.14 eV

Here are the natural (NBO) charges for atoms 1 to 5, given in e:
1 Ir 1.539
2 O -0.691
3 C 0.441
4 C -0.291
5 C -0.161


C4H11NO | wB97M-V/def2-TZVPD

```
! wB97M-V def2-TZVPD RIJCOSX def2/J DEFGRID3
* xyz 0 1
C 1.37744 -0.05754 1.95170
C 0.94418 -1.05148 1.19467
C 1.35306 -1.24153 -0.24678
C 0.66040 -0.36922 -1.32509
N 0.97910 1.01473 -0.87146
H 2.07992 0.67875 1.58123
H 1.07237 0.20945 2.95854
H 0.28153 -1.80804 1.60140
H 2.41709 -1.03584 -0.32338
H 1.14414 -2.30136 -0.44887
H -0.40960 -0.50179 -1.46650
H 1.16513 -0.44130 -2.28609
H 1.11350 1.64066 -1.65487
H 0.29701 1.43045 -0.27255
O -4.52020 1.20786 0.05099
H -4.63957 1.06613 -0.88686
H -5.31547 1.56005 0.44392
*
```

Properties
HOMO-LUMO gap: 9.92 eV
SMILES string: C=CCCN.O
LUMO: 0.86 eV
HOMO energy: -9.07 eV

Here are the natural (NBO) charges for atoms 1 to 5, given in e:
1 C -0.391
2 C -0.184
3 C -0.446
4 C -0.210
5 N -0.859


C37H36HoI2N2O5PS4 | wB97M-V/def2-TZVPD

```
! wB97M-V def2-TZVPD RIJCOSX def2/J DEFGRID3
* xyz 0 5
Ho -0.93010 -0.07452 -0.07812
C -1.43413 -1.67253 3.83251
C -2.15490 -1.21627 2.58925
N -1.79315 0.02000 2.07495
N -1.23650 0.86522 2.92533
C -0.63526 1.96948 2.50611
S -0.17134 2.46589 0.92398
S -0.06194 3.02530 3.84262
C -1.75291 3.51620 4.48783
C -1.86895 3.97403 5.94909
C -3.15165 4.10084 6.49659
C -3.43132 4.43453 7.81402
C -2.33698 4.58538 8.66504
C -1.06392 4.42972 8.19754
C -0.82744 3.99029 6.89385
C -3.21515 -1.96938 1.89979
C -3.78400 -3.10540 2.50198
C -5.03249 -3.57943 2.02561
C -5.64966 -3.05187 0.84224
C -4.98018 -2.05935 0.10480
C -3.64118 -1.66985 0.49376
O -2.89917 -0.99646 -0.30943
H -2.01674 -1.96829 4.74694
H -0.79122 -2.51588 3.60736
H -0.69479 -0.88092 4.07411
H -2.13685 4.27521 3.79668
H -2.40302 2.56874 4.44719
H -3.98451 3.82440 5.86705
H -4.45371 4.65293 8.16373
H -2.44535 4.65045 9.74372
H -0.17708 4.65446 8.84577
H 0.21357 3.86460 6.56150
H -3.38363 -3.49598 3.44059
H -5.59626 -4.33747 2.57258
H -6.64971 -3.37694 0.54531
H -5.50725 -1.73625 -0.79850
I -3.23176 4.57319 -4.09671
C -1.08875 4.76340 -3.97220
I 0.09646 4.74984 -2.08546
H -0.77651 5.65916 -4.54867
H -0.73854 3.81201 -4.42411
O 0.71693 -2.94877 1.91440
S 0.90003 -2.20370 0.68059
O -0.24925 -2.30078 -0.27557
O 1.09682 -0.69774 0.84323
C 2.17913 -3.02721 -0.31868
C 2.41267 -4.36631 -0.07677
C 3.38647 -5.08041 -0.82711
C 4.13089 -4.43015 -1.77743
C 3.78317 -3.06130 -2.11494
C 2.79904 -2.40850 -1.37999
P 2.23441 -0.85967 -2.01545
C 3.74160 0.14471 -1.69137
C 3.68564 1.45635 -2.18792
C 4.73931 2.33601 -1.81945
C 5.79407 1.97806 -0.93868
C 5.74712 0.73766 -0.33270
C 4.77763 -0.19931 -0.79689
C 2.24852 -1.09182 -3.91459
C 2.66993 -0.14793 -4.86587
C 2.65374 -0.38068 -6.23027
C 2.22623 -1.60978 -6.70911
C 1.70215 -2.49544 -5.79324
C 1.72947 -2.29065 -4.41912
H 1.86528 -4.85419 0.75357
H 3.51845 -6.10377 -0.43415
H 4.84704 -4.85635 -2.35222
H 4.15705 -2.59591 -3.02091
H 2.93515 1.97141 -2.78425
H 4.63941 3.35770 -2.06556
H 6.57359 2.71966 -0.75362
H 6.36947 0.51309 0.56936
H 4.88917 -1.21526 -0.48030
H 3.00729 0.81233 -4.52055
H 2.99070 0.48785 -6.84554
H 2.06974 -1.81329 -7.72415
H 1.15455 -3.39900 -6.13336
H 1.31708 -3.01994 -3.72135
C -2.20333 -1.31603 -3.10906
S -2.33420 0.47014 -3.06025
C -1.49563 0.92214 -4.51227
O -1.26352 0.90422 -1.97125
H -1.34372 -1.48549 -3.70212
H -3.04903 -1.73418 -3.66732
H -2.10771 -1.63048 -2.09560
H -1.58725 1.95800 -4.67975
H -1.84093 0.39373 -5.39137
H -0.39638 0.74255 -4.41726
*
```

Properties
HOMO-LUMO gap (spin up / spin down): 6.21 / 6.21 eV
LUMO (spin up / spin down): -0.67 / -0.67 eV
HOMO energy (spin up / spin down): -6.88 / -6.89 eV

Here are the Löwdin charges for atoms 1 to 5, given in e:
1 Ho 1.353
2 C -0.031
3 C -0.187
4 N -0.134
5 N -0.130


In order of appearance, molar mass = 604.69, 89.14, 1166.68 g mol⁻¹.
In order of appearance, energy above the lowest of the compared OMol25 structures with the same formula, charge and spin = 0.597, 1.781, 1.933 eV.